# C59H69CoN4O4S

A molecular structure, C59H69CoN4O4S in a non-equilibrium geometry (ωB97M-V with the def2-TZVPD basis set, the OMol25 dataset).

The geometry in XYZ format:
```
138
Properties=species:S:1:pos:R:3:forces:R:3
Co 0.6918 -0.7717 -2.2445 -0.985 0.950 1.050
C 4.0220 -0.3596 -1.2036 -0.002 -0.060 0.060
O 2.6636 -0.5428 -0.7983 0.012 0.066 -0.161
C 2.3839 -0.1523 0.5037 0.066 0.017 -0.106
C 2.0873 -1.1360 1.4323 0.096 -0.231 0.069
C 1.8766 -2.5792 1.0025 -0.184 0.350 0.143
C 0.4263 -2.9799 1.1405 0.231 -0.417 0.311
C 0.0292 -3.8833 2.1251 0.106 0.087 -0.164
C -1.2923 -4.3092 2.2666 0.092 0.066 -0.022
C -2.1961 -3.8019 1.3365 -0.118 0.122 -0.254
C -1.8350 -2.9049 0.3290 -0.473 -0.323 0.131
C -2.8773 -2.4936 -0.7003 0.258 0.349 0.084
C -3.1537 -1.0030 -0.7862 -0.044 -0.171 0.044
C -4.0857 -0.4435 0.0861 0.031 -0.102 0.007
C -4.4044 0.9088 0.0554 0.007 -0.041 -0.010
C -3.6827 1.7075 -0.8226 -0.035 0.151 -0.011
C -2.7351 1.1985 -1.7017 0.131 0.169 -0.153
C -1.9024 2.1793 -2.5188 0.004 -0.243 0.370
C -0.9464 2.9034 -1.5988 -0.500 0.491 -0.170
C -1.2361 4.1634 -1.0839 -0.097 -0.119 -0.093
C -0.3649 4.8496 -0.2353 0.021 -0.061 -0.032
C 0.8320 4.2008 0.0649 0.137 -0.108 -0.023
C 1.1557 2.9500 -0.4568 0.389 0.488 0.405
C 2.4990 2.3102 -0.1892 -0.278 -0.298 0.173
C 2.3867 1.1987 0.8501 0.038 0.199 -0.104
C 2.2273 1.5212 2.1915 0.029 0.109 0.037
C 2.0658 0.5519 3.1832 0.090 0.016 0.001
C 1.9512 -0.7694 2.7706 -0.025 -0.112 0.004
C 2.0751 0.9633 4.6612 -0.039 0.020 -0.149
C 0.8781 1.8753 4.9576 -0.091 0.046 -0.013
C 2.0140 -0.2474 5.5919 -0.063 -0.112 0.052
C 3.3789 1.7211 4.9583 0.044 0.049 0.052
C 0.2566 2.2615 -1.2780 0.025 -0.572 -0.211
O 0.5516 1.0879 -1.7485 0.077 0.273 -0.035
C -0.7272 6.2203 0.3433 -0.093 -0.057 -0.043
C 0.5208 7.0188 0.7317 0.086 0.023 -0.002
C -1.6016 6.0307 1.5935 -0.036 0.013 0.066
C -1.5147 7.0573 -0.6813 -0.007 0.003 -0.031
C -2.5275 -0.1791 -1.7201 -0.045 0.014 0.011
O -1.7031 -0.7633 -2.6796 0.078 -0.019 -0.269
C -2.2304 -0.7039 -4.0099 -0.050 -0.127 0.074
C -5.4910 1.5305 0.9319 0.064 0.063 0.045
C -4.8381 2.4386 1.9855 0.037 0.036 0.041
C -6.3276 0.4690 1.6462 -0.008 -0.104 0.069
C -6.4381 2.3703 0.0601 -0.019 0.058 -0.058
C -0.5121 -2.4181 0.2524 -0.112 0.517 -0.237
O -0.1934 -1.4664 -0.5742 0.219 -0.432 0.121
C -1.7420 -5.2285 3.4040 -0.009 0.092 0.012
C -2.8776 -6.1571 2.9539 -0.076 -0.041 -0.077
C -0.5918 -6.1056 3.9081 0.089 -0.031 -0.017
C -2.2447 -4.3671 4.5748 -0.053 -0.015 0.070
H 4.5087 0.4001 -0.5952 0.005 0.058 0.078
H 4.0289 -0.0422 -2.2479 0.133 0.096 0.365
H 4.5723 -1.3000 -1.0968 -0.018 -0.012 0.086
H 2.4826 -3.2539 1.6083 0.108 0.014 0.064
H 2.1882 -2.6738 -0.0379 0.008 -0.068 -0.018
H 0.7994 -4.2612 2.7941 -0.060 0.025 -0.068
H -3.2405 -4.1113 1.3761 0.145 0.032 -0.032
H -3.8034 -3.0056 -0.4449 -0.142 -0.026 -0.018
H -2.5905 -2.8358 -1.6960 0.072 -0.057 -0.040
H -4.5683 -1.1139 0.7935 0.037 0.092 -0.115
H -3.8392 2.7857 -0.8296 0.022 -0.153 0.008
H -2.5477 2.9030 -3.0176 -0.111 0.005 -0.021
H -1.3150 1.6572 -3.2704 0.002 0.077 0.008
H -2.1850 4.6193 -1.3699 0.149 -0.055 0.017
H 1.5630 4.6768 0.7168 -0.054 -0.047 -0.133
H 3.1908 3.0761 0.1630 0.096 0.004 0.060
H 2.8680 1.9046 -1.1323 0.006 0.030 0.018
H 2.2359 2.5785 2.4591 0.021 -0.163 -0.032
H 1.7560 -1.5627 3.4884 0.027 0.112 -0.098
H -0.0623 1.3376 4.7964 0.098 0.073 0.011
H 0.8770 2.7545 4.3050 -0.008 -0.112 0.084
H 0.9083 2.2204 5.9983 -0.011 -0.030 -0.093
H 1.1092 -0.8416 5.4198 0.130 0.082 0.053
H 2.0006 0.0923 6.6339 0.010 -0.040 -0.107
H 2.8871 -0.8972 5.4561 -0.143 0.071 0.017
H 3.4234 2.6681 4.4128 0.007 -0.100 0.047
H 4.2443 1.1201 4.6612 -0.065 0.060 0.051
H 3.4589 1.9412 6.0317 -0.027 -0.017 -0.161
H 1.0905 6.5305 1.5287 -0.076 0.061 -0.103
H 0.2266 8.0090 1.0961 0.025 -0.065 -0.016
H 1.1818 7.1511 -0.1322 -0.055 -0.018 0.116
H -1.0491 5.4918 2.3710 -0.070 0.046 -0.085
H -2.4932 5.4440 1.3474 0.092 0.064 0.040
H -1.9243 6.9991 2.0019 0.049 -0.121 -0.048
H -1.0126 7.0517 -1.6547 -0.060 0.023 0.117
H -1.5941 8.0953 -0.3367 -0.023 -0.106 -0.017
H -2.5334 6.6794 -0.8207 0.156 0.024 -0.006
H -3.3081 -0.8764 -3.9933 -0.045 -0.056 0.043
H -1.7385 -1.4919 -4.5810 0.026 0.036 0.029
H -2.0162 0.2495 -4.4884 -0.032 0.015 0.030
H -4.2286 1.8472 2.6774 -0.053 0.077 -0.086
H -5.6034 2.9724 2.5634 0.085 -0.066 -0.052
H -4.1822 3.1770 1.5130 -0.083 -0.073 0.064
H -5.7207 -0.1264 2.3375 -0.095 0.079 -0.096
H -6.8003 -0.2108 0.9281 0.045 0.070 0.101
H -7.1167 0.9561 2.2287 0.062 -0.049 -0.039
H -5.9323 3.2475 -0.3562 -0.070 -0.130 0.040
H -7.2872 2.7230 0.6573 0.091 -0.012 -0.056
H -6.8231 1.7752 -0.7747 0.018 0.062 0.094
H -2.5939 -6.7078 2.0494 -0.047 0.057 0.129
H -3.7977 -5.6025 2.7403 0.140 -0.090 0.016
H -3.1062 -6.8807 3.7449 0.009 0.074 -0.069
H -0.1322 -6.6610 3.0837 -0.041 0.036 0.092
H -0.9683 -6.8235 4.6435 0.031 0.037 -0.027
H 0.1871 -5.5131 4.3967 -0.065 -0.056 -0.059
H -3.0863 -3.7429 4.2565 0.094 -0.057 0.043
H -1.4485 -3.7040 4.9284 -0.085 -0.053 -0.030
H -2.5744 -4.9957 5.4149 0.045 0.091 -0.121
N 2.4697 2.7216 -4.6082 -0.043 -0.052 -0.111
C 1.9634 1.4527 -4.5200 0.017 -0.033 0.418
S 0.4490 1.0930 -5.2205 0.395 -0.001 -0.015
N 2.7887 0.6099 -3.9009 -0.016 1.165 -0.569
N 2.2466 -0.5564 -3.6088 -0.986 0.440 -0.220
C 2.9464 -1.5974 -3.7447 0.903 -2.304 0.026
C 4.3568 -1.6217 -4.2339 -0.131 -0.244 0.140
C 4.7981 -0.8259 -5.2883 0.127 -0.042 -0.267
C 6.1298 -0.8607 -5.6900 -0.138 -0.032 0.032
C 7.0438 -1.6837 -5.0460 -0.095 0.020 0.025
C 6.6173 -2.4757 -3.9894 -0.082 0.015 0.060
C 5.2869 -2.4402 -3.5903 0.109 0.002 0.078
C 2.2115 -2.8681 -3.3924 0.840 0.522 -0.603
C 2.6405 -4.1337 -3.7465 0.325 -0.515 -0.192
C 1.7957 -5.2236 -3.5694 0.748 -0.002 -0.225
C 0.5426 -5.0237 -3.0528 -0.540 0.137 0.218
C 0.1983 -3.7315 -2.6942 -0.223 0.156 0.256
N 1.0195 -2.6941 -2.8413 -0.699 -0.466 -0.109
H 2.0271 3.3007 -5.2923 -0.069 0.200 -0.145
H 3.4646 2.8209 -4.4888 -0.006 -0.004 0.119
H 4.0963 -0.1886 -5.8046 -0.009 0.015 0.023
H 6.4531 -0.2351 -6.5130 -0.020 -0.010 0.002
H 8.0795 -1.7036 -5.3605 0.006 0.007 -0.001
H 7.3220 -3.1089 -3.4625 -0.045 0.012 -0.020
H 4.9695 -3.0320 -2.7378 0.038 0.001 -0.075
H 3.6232 -4.2586 -4.1797 -0.079 -0.062 -0.044
H 2.1243 -6.2207 -3.8427 0.024 0.094 -0.033
H -0.1618 -5.8363 -2.9238 0.042 0.097 0.044
H -0.7685 -3.4990 -2.2643 0.089 -0.001 0.052
```
Forces are in eV/Å.

As for the multiplicity: 4. As for the expectation value of S²: 3.76. The total charge is -1. The largest force on an atom comes out at 2.47 eV/Å. For the electronic energy, the calculation gives -4590.74325 Ha. The HOMO energy (alpha / beta) comes out at -4.2 / -4.1 eV.